1.
DFT (the ωB97M-V functional and the def2-TZVPD basis) results for a molecular structure, C12H3Cl5F3NSTb.

Cartesian coordinates (Å):
Tb -1.156 -0.637 -0.286
Cl -4.479 -1.335 1.229
C -4.053 0.250 1.477
C -2.961 0.500 0.229
C -2.274 1.826 0.567
Cl -0.614 1.963 -0.487
C -2.948 2.934 1.235
Cl -2.428 4.737 1.104
C -4.023 2.737 1.929
Cl -4.692 4.093 2.762
C -4.664 1.555 1.782
Cl -6.466 0.930 2.522
F 5.037 -2.141 0.601
C 3.865 -1.832 0.859
F 3.766 -0.678 1.508
F 3.112 -2.912 1.524
C 3.155 -1.705 -0.700
C 4.096 -1.802 -1.630
C 3.150 -1.297 -2.737
C 1.593 -0.711 -2.926
N 1.104 -0.706 -1.675
C 1.545 -0.803 -0.547
S 1.058 -1.322 0.983
H 5.003 -1.812 -1.618
H 3.482 -1.101 -4.222
H 0.792 -0.733 -3.482

Charge: +1
HOMO level (spin up / spin down): -11.366 / -11.379 eV
Calculated total energy: -117994.3939 eV
⟨S²⟩: 12.733
F_max: 15.86 eV Å⁻¹
Gap between HOMO and LUMO (spin up / spin down): 6.4952 / 6.7980 eV
2S+1: 7

2.
DFT (the ωB97M-V functional and the def2-TZVPD basis) results for a molecular structure, C12H40B2O4Rb3.

Cartesian coordinates (Å):
Rb -2.944 -2.347 1.909
Rb -0.610 -3.596 -1.553
Rb -2.525 0.670 -1.823
B -2.720 -2.256 -3.675
H -2.104 -3.138 -3.756
H -3.540 -2.520 -3.025
H -2.117 -1.489 -3.215
H -3.047 -1.975 -4.664
B -0.804 -0.787 0.053
H -1.687 -1.291 -0.307
H -1.051 0.158 0.511
H -0.267 -1.358 0.794
H -0.163 -0.649 -0.804
C 1.403 -0.763 -5.179
C 1.017 -0.201 -3.824
C 2.216 0.342 -3.178
O 0.125 0.943 -4.039
H 1.943 -0.010 -5.752
H 0.670 -1.267 -5.809
H 2.104 -1.557 -4.922
H 0.464 -0.896 -3.192
H 2.604 1.094 -3.864
H 3.011 -0.384 -3.011
H 1.976 0.977 -2.326
H -0.252 0.822 -4.914
C 2.046 -2.780 2.821
C 0.848 -3.332 3.601
C 1.089 -3.243 5.132
O -0.267 -2.518 3.160
H 1.864 -2.718 1.748
H 2.942 -3.377 2.992
H 2.271 -1.738 3.045
H 0.543 -4.348 3.350
H 1.754 -3.987 5.570
H 0.145 -3.367 5.662
H 1.461 -2.285 5.496
H 0.083 -1.839 2.578
C 2.135 1.494 0.555
C 2.250 0.721 1.880
C 3.630 0.880 2.616
O 1.137 0.989 2.722
H 3.012 1.504 -0.092
H 2.082 2.555 0.796
H 1.241 1.351 -0.053
H 2.134 -0.265 1.431
H 3.777 1.906 2.952
H 4.321 0.561 1.835
H 3.634 0.144 3.420
H 0.275 0.967 2.300
C -1.773 3.515 0.282
C -3.255 3.356 0.735
C -4.084 4.555 0.248
O -3.836 2.257 0.053
H -1.223 4.352 0.713
H -1.737 3.671 -0.796
H -1.135 2.634 0.208
H -3.339 3.219 1.813
H -5.128 4.297 0.068
H -3.629 4.935 -0.666
H -4.254 5.326 1.000
H -4.717 2.088 0.394

Charge: +1
HOMO level: -11.653 eV
Calculated total energy: -24592.6223 eV
F_max: 4.56 eV Å⁻¹
Gap between HOMO and LUMO: 8.1980 eV

3.
DFT (the ωB97M-V functional and the def2-TZVPD basis) results for 8 unconnected molecules or ions with the total composition C12H40N6O8.

Cartesian coordinates (Å):
C -18.659 17.863 20.368
C -19.750 17.063 19.561
O -19.257 15.805 19.161
H -19.078 18.679 20.957
H -17.930 18.236 19.675
H -18.194 17.248 21.106
H -20.084 17.516 18.704
H -20.630 16.849 20.198
H -19.602 15.706 18.300
C -16.302 20.277 21.125
C -15.281 19.223 21.605
O -14.034 19.566 21.033
H -15.849 21.203 21.340
H -17.193 20.063 21.715
H -16.486 20.172 20.049
H -15.573 18.208 21.439
H -15.108 19.270 22.690
H -13.425 18.803 21.030
C -18.996 20.360 17.704
C -17.620 20.823 17.352
O -17.485 20.401 16.041
H -19.227 20.701 18.695
H -19.157 19.300 17.733
H -19.814 20.667 17.016
H -16.837 20.357 17.988
H -17.624 21.951 17.472
H -16.746 20.834 15.606
C -15.902 16.039 19.115
C -16.265 16.916 17.891
O -15.627 18.172 17.952
H -15.953 16.454 20.053
H -14.865 15.656 19.024
H -16.605 15.237 19.086
H -17.338 17.079 17.940
H -16.034 16.576 16.863
H -14.698 18.022 18.223
C -15.114 16.106 23.055
O -16.399 16.104 22.626
N -14.132 15.529 22.451
N -14.743 16.860 24.058
H -14.494 14.773 21.824
H -13.212 15.272 22.955
H -15.446 17.224 24.644
H -13.719 17.185 24.206
C -11.465 17.198 21.159
O -10.952 16.408 22.201
N -10.778 17.961 20.382
N -12.770 17.241 20.921
H -9.711 17.911 20.415
H -11.122 18.371 19.527
H -13.310 16.530 21.498
H -13.050 17.274 19.917
C -13.055 20.858 17.995
O -12.011 20.056 18.545
N -13.087 21.119 16.715
N -14.021 21.230 18.719
H -12.388 20.628 16.143
H -13.546 21.964 16.323
H -14.124 20.737 19.653
H -14.839 21.758 18.427
C -12.063 18.964 24.044
O -12.166 17.614 24.547
H -11.241 19.562 24.380
H -12.885 19.544 24.426
H -12.073 18.892 22.984
H -11.495 17.134 24.064

HOMO level: -9.305 eV
Calculated total energy: -38411.4218 eV
SMILES: NC(N)=O.NC(N)=O.NC(N)=O.CCO.CCO.CCO.CCO.CO
F_max: 8.62 eV Å⁻¹
Gap between HOMO and LUMO: 9.5951 eV

- Look up the F_max of the first one.
  15.86 eV Å⁻¹